--- one ---
{"formula": "CH3O3S2", "method": "ωB97M-V/def2-TZVPD", "symbols": ["C", "O", "O", "O", "S", "S", "H", "H", "H"], "coordinates": [[-0.82146, -0.09919, -0.09871], [-3.64075, -0.11594, -1.22380], [-3.34810, 0.81352, 1.00714], [1.39039, 1.36507, 0.36440], [-0.16776, 1.56400, -0.27301], [-3.00441, -0.27648, 0.09615], [-0.31636, -0.63346, -0.92515], [-0.38951, -0.50305, 0.91742], [1.52776, 1.58602, 1.34827]], "lowdin_charge": [-0.6353, -0.5753, -0.5714, -0.5812, 0.6912, 0.5902, -0.0125, 0.0388, 0.0557], "charge": -1}



--- two ---
{"formula": "CH3O3S2", "method": "ωB97M-V/def2-TZVPD", "symbols": ["C", "S", "O", "S", "O", "O", "H", "H", "H"], "coordinates": [[-1.76099, 0.67934, -0.15870], [-0.47380, -0.04083, -0.89027], [-0.29138, -1.78263, -0.30653], [2.03286, 0.10851, -0.19795], [2.00003, -0.75743, 0.95403], [2.45606, 1.47307, 0.14950], [-2.62666, 0.56282, -0.65496], [-1.69488, 1.59531, 0.58026], [0.35876, -1.83816, 0.52462]], "lowdin_charge": [-0.5507, 0.6273, -0.5810, 0.6522, -0.5283, -0.5268, -0.1215, 0.0121, 0.0167], "charge": -1}



Most stable: one (next structure +15.7 kcal/mol)



--- one ---
{"formula": "C2H6NS", "method": "ωB97M-V/def2-TZVPD", "symbols": ["S", "H", "C", "C", "N", "H", "H", "H", "H", "H"], "coordinates": [[-1.65307, 2.14615, 0.55733], [-2.46880, 2.53283, 1.53557], [1.48455, -1.07077, -0.80595], [0.58011, -0.17409, -0.36312], [-0.40125, -0.44581, 0.59649], [1.63280, -2.06012, -0.31920], [2.11324, -0.86475, -1.71717], [0.54826, 0.83596, -0.80441], [-0.82925, -1.38149, 0.47835], [-1.00658, 0.48211, 0.84212]], "mulliken_spin": [0.8179, -0.0139, 0.0631, -0.0281, 0.2056, -0.0016, 0.0004, 0.0063, -0.0131, -0.0365], "multiplicity": 2, "s2": 0.76}



--- two ---
{"formula": "C2H6NS", "method": "ωB97M-V/def2-TZVPD", "symbols": ["S", "H", "C", "C", "N", "H", "H", "H", "H", "H"], "coordinates": [[-2.03623, -0.28170, 0.21998], [-1.89235, -1.22830, 1.16173], [1.29404, 1.11239, 0.66215], [1.36921, -0.64329, -0.84310], [1.95072, 0.36750, -0.37536], [0.28407, 0.73484, 0.90267], [1.12997, 2.15213, 0.35445], [1.93465, 1.14082, 1.53488], [1.90314, -1.21622, -1.59255], [0.33957, -0.97511, -0.63101]], "mulliken_spin": [0.9905, -0.0212, 0.0163, -0.0066, 0.0258, -0.0045, -0.0017, 0.0000, 0.0059, -0.0046], "multiplicity": 2, "s2": 0.75}



Most stable: two (next structure +11.1 kcal/mol)



--- one ---
{"formula": "C15H27IN2O5PPdS", "method": "ωB97M-V/def2-TZVPD", "symbols": ["Pd", "O", "S", "O", "O", "O", "C", "C", "C", "P", "C", "C", "C", "C", "C", "C", "H", "H", "H", "H", "H", "H", "H", "H", "H", "H", "H", "H", "H", "H", "H", "H", "H", "H", "H", "H", "H", "N", "C", "O", "C", "C", "C", "C", "N", "C", "H", "H", "H", "H", "H", "H", "I"], "coordinates": [[1.30764, -0.04913, -0.56746], [3.06839, 0.95399, 0.15240], [2.36049, 2.28483, 0.01772], [2.64267, 3.15227, 1.14908], [2.57548, 2.89299, -1.27034], [0.87214, 1.82387, 0.11390], [-2.85782, -2.14119, -1.91091], [-1.38003, -1.98387, -1.54339], [-1.12315, -2.69599, -0.20757], [-0.67683, -0.27194, -1.52633], [-1.81258, 0.90002, -0.66948], [-2.09366, 0.46689, 0.77161], [-3.08749, 1.31269, -1.40314], [-0.58775, 0.41213, -3.24748], [-1.65796, -0.08044, -4.22033], [0.79897, 0.24878, -3.87394], [-3.08866, -3.20716, -1.98589], [-3.13295, -1.67519, -2.85341], [-3.49516, -1.73222, -1.12648], [-0.76017, -2.47730, -2.29947], [-1.80678, -2.33914, 0.56198], [-0.10342, -2.55559, 0.14344], [-1.29622, -3.76755, -0.33646], [-1.16160, 1.77689, -0.61047], [-2.83962, -0.32921, 0.81256], [-2.48608, 1.31601, 1.33583], [-1.18681, 0.12164, 1.27137], [-3.77344, 0.48059, -1.56336], [-2.87388, 1.77164, -2.36939], [-3.61177, 2.05873, -0.80012], [-0.73794, 1.48208, -3.06232], [-1.51783, -1.14084, -4.44252], [-1.55996, 0.46426, -5.16219], [-2.67531, 0.06295, -3.85650], [1.06852, -0.80247, -3.97997], [1.56848, 0.73011, -3.27365], [0.79556, 0.70737, -4.86711], [2.20764, 2.90509, 4.06655], [2.34137, 1.81284, 4.84349], [2.50592, 1.86578, 6.05483], [2.21507, 0.49765, 4.13561], [2.75843, -0.63456, 4.72265], [2.69155, -1.83500, 4.04240], [2.05462, -1.86300, 2.80780], [1.48215, -0.79861, 2.25593], [1.57489, 0.36141, 2.90666], [2.36451, 3.78857, 4.52006], [2.31971, 2.86819, 3.05352], [3.24322, -0.54165, 5.68605], [3.13134, -2.73667, 4.44750], [1.99547, -2.78211, 2.23336], [1.13563, 1.21613, 2.40503], [2.30501, -2.29557, -1.48168]], "lowdin_charge": [0.4226, -0.4654, 0.2792, -0.3461, -0.3399, -0.5006, -0.1128, -0.5419, -0.1614, 0.9276, -0.5280, -0.1076, -0.1053, -0.5150, -0.1236, -0.1494, 0.0788, 0.0450, 0.0645, 0.0715, 0.0624, -0.0227, 0.0792, 0.0824, 0.0634, 0.0823, 0.0567, 0.0604, 0.0632, 0.0789, 0.1096, 0.0798, 0.0777, 0.0489, 0.0304, 0.0539, 0.0754, 0.1868, -0.5115, 0.0220, -0.1131, -0.0140, -0.0593, -0.1445, 0.0618, -0.0863, 0.1099, 0.0556, 0.1160, 0.0965, 0.0948, 0.0919, 0.1191], "charge": -1}



--- two ---
{"formula": "C15H27IN2O5PPdS", "method": "ωB97M-V/def2-TZVPD", "symbols": ["Pd", "O", "S", "O", "O", "O", "C", "C", "C", "P", "C", "C", "C", "C", "C", "C", "H", "H", "H", "H", "H", "H", "H", "H", "H", "H", "H", "H", "H", "H", "H", "H", "H", "H", "H", "H", "H", "N", "C", "O", "C", "C", "C", "C", "N", "C", "H", "H", "H", "H", "H", "H", "I"], "coordinates": [[-0.71229, -0.80492, -0.12575], [1.86689, -2.55988, 1.52980], [1.66243, -1.10289, 1.48156], [2.74091, -0.37091, 2.12998], [1.55953, -0.68273, -0.00195], [0.32658, -0.75514, 2.04814], [-1.84560, 3.94006, 0.14030], [-1.92560, 2.41401, 0.02053], [-2.81202, 1.90090, 1.16884], [-0.35714, 1.43590, -0.08120], [0.81246, 2.11402, 1.17103], [0.19383, 2.21948, 2.56718], [1.49544, 3.42842, 0.78654], [0.47709, 1.76989, -1.71309], [0.23146, 3.15339, -2.31922], [0.16914, 0.71755, -2.77979], [-2.86171, 4.34218, 0.09486], [-1.26883, 4.41827, -0.64569], [-1.42552, 4.23727, 1.10039], [-2.41642, 2.15679, -0.92216], [-2.53378, 2.38538, 2.10516], [-2.73816, 0.82531, 1.31091], [-3.85693, 2.13725, 0.95841], [1.58758, 1.35104, 1.22026], [-0.50669, 3.05396, 2.64019], [0.99795, 2.38976, 3.28607], [-0.30222, 1.29370, 2.84794], [0.80120, 4.26459, 0.70506], [2.05768, 3.35367, -0.14349], [2.21100, 3.67047, 1.57605], [1.53462, 1.66571, -1.45414], [-0.81835, 3.27728, -2.59295], [0.81861, 3.24373, -3.23685], [0.51557, 3.97450, -1.66569], [-0.88248, 0.73586, -3.06864], [0.40297, -0.28893, -2.43813], [0.77436, 0.92855, -3.66657], [3.06216, -4.68905, -0.31214], [2.03689, -5.47701, -0.68090], [2.15303, -6.59110, -1.17560], [0.68938, -4.86287, -0.43241], [-0.32926, -5.62165, 0.11061], [-1.53852, -5.01128, 0.40538], [-1.68672, -3.66489, 0.13668], [-0.71012, -2.92854, -0.41182], [0.45957, -3.51564, -0.66900], [3.98857, -5.07225, -0.39053], [2.88476, -3.85281, 0.26190], [-0.16309, -6.67496, 0.29854], [-2.36064, -5.56538, 0.83619], [-2.61480, -3.14507, 0.33016], [1.22109, -2.88607, -1.10897], [-3.06586, -0.67491, -1.23201]], "lowdin_charge": [0.4177, -0.3822, 0.2646, -0.3606, -0.4882, -0.4495, -0.1134, -0.5611, -0.1811, 0.9893, -0.5014, -0.1061, -0.0986, -0.5116, -0.1227, -0.1545, 0.0800, 0.0458, 0.0582, 0.0370, 0.0614, 0.0057, 0.0747, 0.0588, 0.0546, 0.0867, 0.0619, 0.0589, 0.0649, 0.0835, 0.1034, 0.0775, 0.0775, 0.0479, 0.0333, 0.0407, 0.0756, 0.1923, -0.5145, 0.0282, -0.1191, 0.0051, -0.0426, -0.1573, -0.0613, -0.0810, 0.1106, 0.0850, 0.1221, 0.1025, 0.0390, 0.1152, 0.2471], "charge": -1}



Most stable: one (next structure +5.7 kcal/mol)



--- one ---
{"formula": "C2H7N4S", "method": "ωB97M-V/def2-TZVPD", "symbols": ["C", "N", "S", "N", "N", "C", "N", "H", "H", "H", "H", "H", "H", "H"], "coordinates": [[-2.73302, 0.34014, -0.35940], [-1.92856, -0.63367, -1.19327], [-1.10138, -1.83461, -0.67328], [0.69866, -0.99547, -0.45742], [1.47979, -0.48644, 0.40661], [2.34960, 0.05689, 0.97410], [3.27241, 0.70453, 1.55863], [-3.45717, -0.16113, 0.11662], [-2.07252, 0.93872, 0.34720], [-2.91324, 1.15081, -1.12177], [-1.76039, -0.23253, -2.14041], [0.86980, -0.77289, -1.41126], [3.02641, 1.60092, 2.10514], [4.26962, 0.32474, 1.84852]], "lowdin_charge": [-0.0806, -0.5503, 0.9650, -0.2002, 0.0441, -0.1108, 0.1413, 0.0307, 0.1002, 0.1076, 0.1072, 0.0666, 0.1775, 0.2017], "charge": 1}



--- two ---
{"formula": "C2H7N4S", "method": "ωB97M-V/def2-TZVPD", "symbols": ["C", "C", "N", "N", "N", "N", "S", "H", "H", "H", "H", "H", "H", "H"], "coordinates": [[-1.64269, 0.02541, -0.07420], [2.13305, 0.31491, -0.42031], [-0.01144, -1.58367, 0.23768], [-1.03494, -1.04669, -0.34834], [1.05764, 0.26980, 0.62673], [-2.87097, 0.43012, -0.03900], [-0.17243, 1.38001, 0.57129], [2.72128, 1.32915, -0.32262], [2.87817, -0.44286, -0.27971], [1.68459, 0.18893, -1.40926], [0.40696, -2.28012, -0.36841], [1.37559, 0.24628, 1.55473], [-3.45091, -0.24632, 0.25835], [-3.07391, 1.41505, 0.01307]], "lowdin_charge": [-0.4367, -0.1052, 0.1489, 0.0084, -0.4656, 0.2041, 0.9545, 0.1292, 0.0748, 0.0838, 0.1029, 0.0673, 0.0943, 0.1394], "charge": 1}



Most stable: two (next structure +10.0 kcal/mol)



--- one ---
{"formula": "C3H4NO", "method": "ωB97M-V/def2-TZVPD", "symbols": ["C", "C", "C", "N", "O", "H", "H", "H", "H"], "coordinates": [[-0.77114, 0.85065, -1.63867], [-0.44564, 0.66278, 0.13825], [0.30687, -0.48576, -0.70908], [-1.45970, 1.48986, -0.91611], [-0.00396, -0.01136, -2.12038], [-1.24320, 0.22484, 0.83642], [0.12890, 1.45301, 0.45055], [1.40404, -0.43076, -0.85097], [-0.02095, -1.53111, -0.44642]], "lowdin_charge": [-0.2222, 0.0718, 0.0532, 0.3068, 0.1744, 0.1809, 0.1034, 0.1616, 0.1702], "charge": 1}



--- two ---
{"formula": "C3H4NO", "method": "ωB97M-V/def2-TZVPD", "symbols": ["C", "C", "C", "N", "O", "H", "H", "H", "H"], "coordinates": [[-0.34929, -1.20229, -0.00377], [-1.63662, -0.52255, 0.00180], [0.15402, 0.98049, -0.00575], [0.63593, -0.36556, -0.00143], [-1.20523, 0.90150, 0.00444], [-0.24966, -2.27708, 0.00056], [0.52151, 1.54185, 0.87247], [0.50020, 1.54851, -0.89129], [1.62913, -0.60488, 0.02297]], "lowdin_charge": [0.0260, 0.2341, -0.1808, 0.1779, -0.0029, 0.1575, 0.1888, 0.1906, 0.2088], "charge": 1}



--- three ---
{"formula": "C3H4NO", "method": "ωB97M-V/def2-TZVPD", "symbols": ["C", "C", "C", "N", "O", "H", "H", "H", "H"], "coordinates": [[-0.65970, -0.86499, 0.31426], [-0.58182, 0.60045, 0.50629], [0.47434, 0.53656, -0.59314], [-0.12704, -1.97222, 0.14174], [0.90919, -1.41877, -0.37178], [-1.50686, 1.20774, 0.45331], [-0.13260, 0.52877, 1.57783], [0.05744, 0.64654, -1.59120], [1.56705, 0.73591, -0.43731]], "lowdin_charge": [0.0764, -0.0408, 0.1899, 0.1039, 0.0257, 0.1651, 0.1883, 0.1340, 0.1575], "charge": 1}



--- four ---
{"formula": "C3H4NO", "method": "ωB97M-V/def2-TZVPD", "symbols": ["C", "C", "C", "N", "O", "H", "H", "H", "H"], "coordinates": [[0.07087, -0.24374, 0.03633], [-0.15982, -1.38870, 0.61369], [-0.24775, 1.12286, -0.38015], [1.28840, 0.00064, -0.49239], [1.06440, 1.19778, -0.81976], [0.68689, -2.20744, 0.59161], [-1.08635, -1.43862, 1.13206], [-1.05930, 1.17956, -1.09317], [-0.55734, 1.77767, 0.41178]], "lowdin_charge": [-0.2682, 0.2871, -0.0509, 0.2578, 0.1605, 0.1820, 0.1082, 0.1651, 0.1584], "charge": 1}



Most stable: two (next structure +16.4 kcal/mol)



--- one ---
{"formula": "C3H4NO", "method": "ωB97M-V/def2-TZVPD", "symbols": ["C", "C", "C", "N", "O", "H", "H", "H", "H"], "coordinates": [[-0.06772, 0.98704, -0.00350], [1.32697, -0.63000, 0.04900], [-0.89829, -0.26696, -0.05696], [-0.02010, -1.24915, 0.02787], [1.17510, 0.69190, -0.00725], [-0.59477, 1.97359, -0.19445], [2.28808, -1.15132, -0.07375], [-1.40090, -0.07831, 0.94160], [-1.80837, -0.27677, -0.68256]], "lowdin_charge": [0.0720, 0.0670, -0.2109, 0.1374, 0.1509, 0.2022, 0.1723, 0.2189, 0.1902], "charge": 1}



--- two ---
{"formula": "C3H4NO", "method": "ωB97M-V/def2-TZVPD", "symbols": ["C", "N", "C", "C", "O", "H", "H", "H", "H"], "coordinates": [[-1.81865, -0.78323, 0.03373], [-1.17881, 0.20145, -0.02062], [0.11242, 0.58195, 0.04336], [0.92394, -0.83165, 0.03772], [0.30534, -1.82465, -0.03898], [-2.59451, -1.38491, -0.05309], [0.33053, 1.47884, 0.73089], [0.47591, 0.95040, -0.99181], [2.07254, -0.85958, -0.10056]], "lowdin_charge": [0.3686, 0.1070, -0.0990, -0.1403, 0.1154, 0.1010, 0.1811, 0.1803, 0.1858], "charge": 1}



Most stable: two (next structure +22.9 kcal/mol)



--- one ---
{"formula": "C4H3NO2S", "method": "ωB97M-V/def2-TZVPD", "symbols": ["O", "C", "O", "N", "C", "C", "C", "S", "H", "H", "H"], "coordinates": [[-0.08158, 2.24461, 0.13411], [0.60249, 1.27584, 0.05091], [1.89166, 1.25573, -0.13138], [2.50636, 0.06292, -0.21057], [1.52841, -0.85920, 0.10212], [0.18819, -0.20372, 0.24570], [-1.15752, -0.43098, 0.05180], [-2.53284, 0.50914, -0.10182], [1.82708, -1.83917, 0.12074], [-1.41080, -1.56352, -0.23539], [-3.36146, -0.45165, -0.02622]], "lowdin_charge": [0.1072, -0.5095, 0.0102, 0.0933, -0.0119, -0.1533, -0.4877, 0.9075, 0.0751, 0.1252, -0.1562]}



--- two ---
{"formula": "C4H3NO2S", "method": "ωB97M-V/def2-TZVPD", "symbols": ["C", "C", "C", "O", "S", "N", "C", "O", "H", "H", "H"], "coordinates": [[3.66194, -0.07414, -0.07549], [2.38309, -0.10149, -0.10090], [1.03910, 0.15120, 0.06986], [0.61221, 1.31389, 0.12139], [-0.18491, -1.05232, -0.00702], [-1.47599, 0.07766, -0.25471], [-2.79888, -0.29504, 0.08241], [-3.81579, 0.42793, -0.10648], [4.83939, -0.07897, -0.15184], [-1.29914, 1.01930, -0.08757], [-2.96102, -1.38802, 0.51035]], "lowdin_charge": [0.1748, -0.1044, -0.7920, -0.0101, 1.0485, -0.2547, -0.3466, -0.0173, 0.1007, 0.0566, 0.1445]}



Most stable: one (next structure +13.0 kcal/mol)